No. 1
{"formula": "C20H22N4O4STm", "method": "ωB97M-V/def2-TZVPD", "species": ["Tm", "C", "C", "O", "C", "C", "O", "C", "C", "O", "C", "C", "O", "H", "H", "H", "H", "H", "H", "H", "H", "H", "H", "H", "H", "H", "H", "H", "H", "S", "N", "C", "C", "C", "C", "C", "N", "C", "C", "N", "C", "C", "C", "C", "C", "N", "H", "H", "H", "H", "H", "H"], "coordinates": [[0.22, 0.68, -0.60], [1.67, 1.24, 2.29], [2.69, 0.56, 1.41], [2.48, 0.90, 0.01], [3.16, 2.04, -0.57], [2.33, 3.29, -0.42], [0.96, 2.93, -0.73], [0.05, 4.03, -0.43], [-1.36, 3.51, -0.58], [-1.48, 2.18, 0.01], [-1.85, 2.04, 1.40], [-0.62, 1.99, 2.29], [0.36, 1.11, 1.66], [1.88, 2.30, 2.42], [1.65, 0.76, 3.27], [2.62, -0.52, 1.46], [3.70, 0.85, 1.71], [3.31, 1.78, -1.62], [4.15, 2.16, -0.11], [2.68, 4.06, -1.10], [2.35, 3.68, 0.60], [0.22, 4.86, -1.11], [0.26, 4.36, 0.59], [-1.63, 3.38, -1.63], [-2.08, 4.18, -0.13], [-2.43, 1.12, 1.46], [-2.49, 2.87, 1.70], [-0.89, 1.59, 3.27], [-0.16, 2.97, 2.42], [-2.17, -6.67, -0.32], [-3.02, -5.32, -0.42], [-2.15, -4.33, -0.56], [-2.47, -2.93, -0.71], [-3.79, -2.46, -0.79], [-4.01, -1.12, -0.98], [-2.92, -0.26, -1.06], [-1.65, -0.68, -0.95], [-1.42, -2.01, -0.82], [-0.03, -2.47, -0.82], [0.94, -1.52, -0.96], [2.21, -1.93, -1.06], [2.59, -3.26, -0.99], [1.62, -4.22, -0.80], [0.28, -3.82, -0.71], [-0.81, -4.76, -0.56], [-0.68, -6.08, -0.42], [-4.61, -3.17, -0.72], [-5.01, -0.72, -1.07], [-3.08, 0.80, -1.19], [2.96, -1.16, -1.20], [3.64, -3.53, -1.08], [1.87, -5.27, -0.73]], "lowdin_spin": [2.006, 0.000, 0.000, 0.000, 0.000, 0.000, -0.002, 0.000, 0.000, 0.000, 0.000, 0.000, -0.001, 0.000, 0.000, 0.000, 0.000, 0.000, 0.000, 0.000, 0.000, 0.000, 0.000, 0.000, 0.000, 0.000, 0.000, 0.000, 0.000, 0.000, 0.000, 0.000, 0.000, 0.000, 0.000, 0.000, -0.001, 0.000, 0.001, -0.001, 0.000, 0.000, 0.000, 0.000, 0.000, 0.000, 0.000, 0.000, 0.000, 0.000, 0.000, 0.000], "s_squared": 2.002, "charge": 3, "total_energy_ev": -75589.332, "e_homo_ev": [-17.12, -17.12], "homo_lumo_gap_ha": [0.2791, 0.2589], "spin_multiplicity": 3}

---

No. 2
{"formula": "C20H22O5", "method": "ωB97M-V/def2-TZVPD", "species": ["C", "C", "C", "C", "C", "C", "C", "C", "C", "H", "O", "C", "H", "H", "H", "O", "C", "C", "O", "C", "C", "C", "C", "C", "C", "O", "C", "H", "H", "H", "H", "H", "C", "O", "H", "H", "H", "H", "H", "H", "H", "H", "H", "H", "H", "H", "H"], "coordinates": [[2.30, 7.42, 3.54], [2.14, 5.87, 3.17], [1.97, 5.30, 2.03], [1.79, 4.05, 1.63], [1.64, 3.80, 0.16], [1.29, 2.55, -0.05], [1.24, 1.60, 0.91], [1.76, 1.71, 2.24], [1.95, 3.05, 2.64], [2.02, 3.28, 3.60], [1.70, 0.61, 3.31], [2.08, 0.91, 4.56], [1.24, 1.61, 4.73], [1.88, -0.13, 5.02], [3.04, 1.34, 4.56], [1.12, 0.19, 0.70], [0.69, -0.25, -0.75], [-0.79, 0.02, -0.82], [-1.20, -0.84, -1.97], [-1.59, -1.99, -1.87], [-1.27, -2.84, -0.89], [-1.79, -4.14, -0.80], [-2.21, -4.76, -2.08], [-2.43, -3.81, -3.16], [-1.73, -2.68, -3.14], [-2.09, -1.71, -4.23], [-2.59, -1.96, -5.61], [-1.87, -2.96, -5.79], [-2.62, -1.07, -6.04], [-3.66, -2.44, -5.40], [-2.62, -4.37, -4.16], [-2.31, -5.75, -2.31], [-1.59, -5.14, 0.19], [-1.82, -6.19, 0.09], [-1.18, -4.52, 1.04], [-1.03, -2.63, 0.22], [-1.13, -0.43, 0.01], [-1.14, 1.06, -0.87], [0.96, -1.41, -0.60], [1.34, 0.17, -1.24], [0.95, 2.25, -1.11], [1.34, 4.66, -0.17], [1.96, 6.27, 1.23], [2.21, 5.48, 4.05], [1.74, 7.83, 4.29], [2.29, 7.94, 2.49], [3.27, 7.62, 3.90]], "lowdin_charge": [-0.053, -0.115, -0.161, -0.202, 0.027, -0.076, -0.186, -0.021, 0.066, 0.055, -0.143, -0.143, 0.103, 0.137, 0.078, -0.085, -0.028, -0.033, 0.037, -0.340, 0.003, -0.163, 0.049, -0.034, -0.101, -0.199, -0.033, 0.145, 0.023, 0.113, 0.136, 0.074, -0.402, 0.190, 0.123, 0.154, 0.078, 0.147, 0.189, 0.013, 0.153, 0.046, 0.179, 0.033, 0.026, 0.099, 0.043], "e_above_lowest_kj_mol": 1543.80, "charge": 0, "total_energy_ev": -31318.575, "e_homo_ev": -7.76, "homo_lumo_gap_ha": 0.2906}

---

No. 3
{"formula": "C20H23AsN7PtSSe", "method": "ωB97M-V/def2-TZVPD", "species": ["Pt", "N", "C", "C", "C", "N", "C", "C", "H", "H", "H", "H", "H", "H", "C", "As", "C", "C", "S", "H", "H", "H", "H", "H", "H", "H", "H", "H", "C", "N", "C", "Se", "N", "C", "C", "C", "C", "C", "C", "H", "H", "H", "H", "H", "H", "H", "H", "N", "C", "C", "C", "N", "C", "N"], "coordinates": [[-0.56, -0.13, 0.63], [5.57, -0.15, 1.34], [4.22, -0.15, 1.23], [3.56, -1.06, 0.38], [2.20, -1.01, 0.28], [1.44, -0.12, 0.94], [2.06, 0.74, 1.76], [3.42, 0.76, 1.93], [6.12, -0.89, 0.93], [6.02, 0.41, 2.04], [4.11, -1.81, -0.17], [1.66, -1.71, -0.36], [1.42, 1.42, 2.31], [3.86, 1.48, 2.61], [-2.64, -2.58, 4.99], [-2.62, -1.75, 3.25], [-3.90, -0.33, 3.36], [-3.16, -3.12, 2.02], [-0.64, -1.04, 2.86], [-3.65, -2.94, 5.19], [-2.35, -1.85, 5.74], [-1.95, -3.42, 4.99], [-4.91, -0.75, 3.39], [-3.80, 0.34, 2.51], [-3.69, 0.22, 4.28], [-4.21, -3.34, 2.15], [-2.55, -4.00, 2.23], [-2.96, -2.79, 1.00], [-0.81, 0.96, -3.17], [0.47, 1.51, -2.72], [0.72, 2.07, -1.53], [-0.46, 2.26, -0.08], [2.00, 2.47, -1.52], [2.61, 2.15, -2.73], [3.90, 2.34, -3.21], [4.16, 1.87, -4.48], [3.17, 1.25, -5.26], [1.89, 1.07, -4.78], [1.63, 1.53, -3.50], [-1.53, 1.07, -2.37], [-0.69, -0.09, -3.42], [-1.15, 1.52, -4.04], [2.41, 2.94, -0.73], [4.67, 2.83, -2.62], [5.15, 2.00, -4.90], [3.42, 0.91, -6.25], [1.12, 0.59, -5.38], [-2.48, -0.23, 0.15], [-3.62, -0.24, -0.02], [-4.98, -0.26, -0.21], [-5.58, 0.61, -1.17], [-6.05, 1.31, -1.95], [-5.74, -1.11, 0.65], [-6.29, -1.77, 1.42]], "lowdin_charge": [0.591, 0.152, -0.302, 0.006, -0.122, -0.256, -0.177, 0.005, 0.114, 0.114, 0.122, 0.118, 0.099, 0.123, -0.242, 0.754, -0.232, -0.238, 0.164, 0.053, 0.044, 0.044, 0.035, 0.022, 0.047, 0.034, 0.045, 0.021, -0.001, -0.057, -0.672, 0.731, 0.137, -0.168, 0.001, -0.066, -0.061, 0.010, -0.150, 0.041, 0.106, 0.111, 0.158, 0.119, 0.113, 0.114, 0.121, -0.097, -0.201, -0.257, -0.226, 0.142, -0.234, 0.147], "e_above_lowest_kj_mol": 61.25, "charge": 1, "total_energy_ev": -171806.334, "e_homo_ev": -10.29, "homo_lumo_gap_ha": 0.2555}

---

No. 4
{"formula": "C20H23BN", "method": "ωB97M-V/def2-TZVPD", "species": ["C", "C", "N", "B", "H", "C", "C", "C", "C", "C", "H", "H", "H", "H", "H", "H", "H", "H", "H", "H", "H", "C", "C", "C", "C", "C", "C", "C", "C", "C", "C", "C", "C", "C", "H", "H", "H", "H", "H", "H", "H", "H", "H", "H", "H"], "coordinates": [[-3.59, 2.92, -0.16], [-3.06, 1.70, 0.52], [-1.95, 1.77, 1.31], [-1.31, 3.13, 1.47], [-0.36, 3.12, 2.17], [-1.44, 0.68, 1.94], [-0.23, 0.79, 2.80], [-2.06, -0.54, 1.76], [-3.17, -0.64, 0.97], [-3.67, 0.48, 0.34], [-4.47, 2.69, -0.75], [-3.87, 3.67, 0.58], [-2.84, 3.35, -0.83], [-0.95, 3.54, 0.43], [-2.07, 3.89, 1.95], [0.05, -0.17, 3.23], [0.62, 1.16, 2.22], [-0.41, 1.48, 3.63], [-1.66, -1.41, 2.25], [-3.66, -1.60, 0.83], [-4.55, 0.41, -0.28], [0.91, 4.99, 4.66], [2.16, 5.45, 4.16], [2.19, 5.81, 2.80], [3.34, 6.24, 2.20], [4.50, 6.37, 2.95], [4.51, 6.00, 4.28], [3.37, 5.54, 4.89], [0.51, 4.36, 5.86], [-0.79, 3.81, 5.86], [-1.29, 3.17, 6.96], [-0.53, 3.06, 8.11], [0.76, 3.57, 8.13], [1.28, 4.20, 7.03], [0.11, 5.10, 3.95], [1.28, 5.70, 2.22], [3.33, 6.49, 1.15], [5.40, 6.73, 2.48], [5.42, 6.07, 4.84], [3.42, 5.25, 5.92], [-1.39, 3.89, 4.96], [-2.29, 2.75, 6.93], [-0.93, 2.57, 8.98], [1.36, 3.46, 9.02], [2.28, 4.58, 7.09]], "lowdin_charge": [-0.029, -0.222, 0.050, -0.414, -0.005, -0.219, -0.036, -0.011, -0.030, -0.005, 0.090, 0.089, 0.091, 0.037, 0.030, 0.087, 0.095, 0.073, 0.117, 0.118, 0.119, 0.146, -0.172, 0.021, -0.035, -0.013, -0.039, 0.016, -0.173, 0.009, -0.038, -0.016, -0.039, 0.017, 0.122, 0.128, 0.121, 0.124, 0.120, 0.095, 0.122, 0.120, 0.123, 0.120, 0.095], "charge": 1, "total_energy_ev": -23272.515, "e_homo_ev": -11.74, "homo_lumo_gap_ha": 0.2243}

---

No. 5
{"formula": "C20H23BrGe2NNiO4S2", "method": "ωB97M-V/def2-TZVPD", "species": ["Ni", "O", "C", "C", "C", "N", "C", "Br", "C", "H", "H", "H", "H", "O", "S", "O", "O", "S", "C", "Ge", "C", "C", "Ge", "C", "C", "C", "C", "C", "C", "C", "C", "C", "C", "C", "C", "H", "H", "H", "H", "H", "H", "H", "H", "H", "H", "H", "H", "H", "H", "H", "H", "H", "H", "H"], "coordinates": [[-0.07, -0.45, 0.26], [-2.78, -1.47, 5.62], [-2.19, -1.18, 4.44], [-1.53, 0.01, 4.19], [-0.96, 0.20, 2.95], [-1.02, -0.73, 1.98], [-1.66, -1.86, 2.24], [-1.73, -3.10, 0.82], [-2.26, -2.15, 3.44], [-2.67, -0.73, 6.23], [-1.45, 0.79, 4.94], [-0.44, 1.12, 2.70], [-2.77, -3.08, 3.61], [3.62, 2.16, -2.08], [3.48, 0.80, -2.47], [4.28, -0.19, -1.82], [2.86, 0.49, -3.71], [1.46, 0.17, -0.98], [-2.58, -0.67, -2.88], [-2.57, 0.78, -1.57], [-3.64, 0.20, -0.03], [-3.52, 2.35, -2.29], [-0.29, 1.58, -1.08], [-0.33, 2.63, 0.60], [0.84, 2.83, 1.34], [0.80, 3.49, 2.56], [-0.40, 3.96, 3.06], [-1.57, 3.77, 2.34], [-1.53, 3.11, 1.11], [0.16, 2.82, -2.53], [-0.28, 2.60, -3.84], [0.02, 3.49, -4.85], [0.76, 4.63, -4.58], [1.20, 4.87, -3.28], [0.90, 3.96, -2.27], [-3.61, -0.94, -3.12], [-2.08, -1.55, -2.48], [-2.07, -0.39, -3.80], [-4.66, 0.04, -0.37], [-3.66, 0.96, 0.76], [-3.28, -0.73, 0.40], [-4.54, 2.05, -2.55], [-3.02, 2.74, -3.18], [-3.57, 3.15, -1.56], [1.78, 2.44, 0.97], [1.72, 3.64, 3.11], [-0.43, 4.48, 4.01], [-2.51, 4.14, 2.72], [-2.45, 2.98, 0.56], [-0.84, 1.70, -4.08], [-0.32, 3.29, -5.86], [0.99, 5.34, -5.37], [1.79, 5.75, -3.06], [1.27, 4.16, -1.27]], "lowdin_spin": [0.908, -0.001, -0.001, 0.000, -0.001, 0.009, 0.004, 0.012, 0.001, 0.000, 0.000, 0.000, 0.000, 0.001, 0.001, -0.001, 0.002, 0.062, 0.000, 0.004, 0.000, 0.002, 0.002, -0.003, -0.001, 0.000, -0.001, 0.000, -0.001, 0.001, 0.000, 0.000, 0.000, 0.000, 0.000, 0.000, 0.000, 0.000, 0.000, 0.000, 0.000, 0.000, 0.000, 0.000, 0.000, 0.000, 0.000, 0.000, 0.000, 0.000, 0.000, 0.000, 0.000, 0.000], "e_above_lowest_kj_mol": 96.79, "s_squared": 0.756, "charge": 0, "total_energy_ev": -276581.351, "e_homo_ev": [-8.24, -8.12], "homo_lumo_gap_ha": [0.2992, 0.2930], "spin_multiplicity": 2}

---

No. 6
{"formula": "C20H23BrN4O2PtS2", "method": "ωB97M-V/def2-TZVPD", "species": ["Pt", "C", "C", "N", "C", "C", "N", "C", "C", "N", "H", "H", "H", "H", "H", "H", "H", "H", "H", "H", "H", "H", "H", "H", "H", "S", "C", "N", "C", "C", "C", "C", "C", "C", "S", "H", "H", "H", "H", "Br", "C", "C", "C", "C", "C", "C", "C", "O", "O", "H", "H", "H", "H"], "coordinates": [[-0.25, 0.28, 0.02], [0.43, -2.60, -0.90], [1.67, -1.75, -0.60], [1.48, -0.32, -0.99], [1.35, -0.10, -2.46], [0.34, 0.99, -2.72], [-0.88, 0.80, -1.89], [-1.92, -0.14, -2.38], [-1.48, -1.58, -2.22], [-0.80, -1.76, -0.93], [0.52, -3.14, -1.84], [0.35, -3.34, -0.11], [1.85, -1.75, 0.47], [2.55, -2.17, -1.09], [2.26, 0.21, -0.60], [2.31, 0.19, -2.89], [1.07, -1.04, -2.91], [0.77, 1.95, -2.43], [0.09, 1.04, -3.78], [-1.33, 1.71, -1.77], [-2.82, 0.05, -1.79], [-2.16, 0.07, -3.43], [-2.37, -2.21, -2.29], [-0.82, -1.89, -3.03], [-1.46, -2.13, -0.25], [0.53, 2.48, 0.14], [1.15, 1.90, 1.66], [0.90, 0.63, 1.82], [1.27, 0.17, 3.09], [1.09, -1.11, 3.62], [1.52, -1.33, 4.91], [2.11, -0.31, 5.67], [2.30, 0.95, 5.14], [1.87, 1.18, 3.84], [1.92, 2.69, 2.95], [0.61, -1.87, 3.03], [1.39, -2.31, 5.35], [2.42, -0.52, 6.68], [2.77, 1.74, 5.72], [-7.36, -0.58, 4.91], [-5.78, -0.54, 3.91], [-5.84, -0.22, 2.56], [-4.67, -0.13, 1.83], [-3.45, -0.41, 2.45], [-3.40, -0.76, 3.79], [-4.57, -0.82, 4.53], [-2.20, -0.38, 1.68], [-2.05, 0.59, 0.77], [-1.28, -1.19, 1.81], [-6.79, -0.03, 2.09], [-4.70, 0.14, 0.79], [-2.45, -0.98, 4.27], [-4.55, -1.08, 5.58]], "lowdin_charge": [1.361, -0.135, -0.139, -0.167, -0.125, -0.158, -0.177, -0.132, -0.138, -0.101, 0.132, 0.141, 0.117, 0.144, 0.134, 0.153, 0.117, 0.090, 0.151, 0.130, 0.130, 0.147, 0.148, 0.122, 0.122, 0.803, -1.040, -0.131, -0.272, -0.017, -0.039, -0.042, -0.053, -0.423, 1.162, 0.103, 0.121, 0.123, 0.125, 0.825, -0.677, -0.097, -0.011, -0.156, 0.001, -0.093, -0.523, -0.185, -0.033, 0.112, 0.117, 0.124, 0.113], "e_above_lowest_kj_mol": 118.01, "charge": 2, "total_energy_ev": -126114.305, "e_homo_ev": -13.42, "homo_lumo_gap_ha": 0.2025}